The following is a quantum chemistry calculation of 2 unconnected molecules or ions with the total composition C34H38N3O2S in a non-equilibrium geometry, from the OMol25 dataset.

The value obtained for the molecular weight is 552.8 u. For the energy above the lowest of the compared OMol25 structures with the same formula, charge and spin, the calculation gives 70.3 kcal/mol. The HOMO-LUMO gap is 4.66 eV. The total charge is +1. The value obtained for the strongest force on any atom is 2.10 eV Å⁻¹.

Last column: Mulliken charge in e.
Positions of all 78 atoms, in Å:
C (-6.646, 2.458, 3.816)  -0.811
O (-6.547, 1.015, 3.842)  -0.392
C (-5.317, 0.445, 3.759)  0.782
C (-5.235, -0.969, 3.639)  -0.842
C (-4.040, -1.568, 3.304)  -0.378
C (-2.842, -0.801, 3.099)  0.441
C (-1.585, -1.378, 2.721)  0.424
C (-0.348, -0.718, 2.885)  -0.401
C (0.790, -1.356, 3.388)  -0.062
C (2.068, -0.734, 3.597)  -0.043
C (3.263, -1.511, 3.656)  -0.373
C (4.505, -0.922, 3.689)  -0.703
C (4.619, 0.493, 3.725)  0.896
O (5.864, 1.034, 3.743)  -0.431
C (5.992, 2.471, 3.788)  -0.824
C (3.443, 1.277, 3.792)  -0.345
C (2.203, 0.671, 3.747)  -0.820
C (-2.933, 0.592, 3.386)  -0.535
C (-4.131, 1.209, 3.676)  -0.698
H (-7.718, 2.659, 3.829)  0.241
H (-6.175, 2.912, 4.700)  0.346
H (-6.199, 2.881, 2.905)  0.366
H (-6.148, -1.538, 3.802)  0.436
H (-3.998, -2.653, 3.199)  0.440
H (-1.582, -2.400, 2.351)  -0.099
H (-0.280, 0.351, 2.640)  0.511
H (0.698, -2.410, 3.675)  0.545
H (3.182, -2.598, 3.608)  0.324
H (5.421, -1.509, 3.673)  0.442
H (7.070, 2.639, 3.783)  0.243
H (5.528, 2.945, 2.910)  0.355
H (5.545, 2.888, 4.702)  0.346
H (3.518, 2.360, 3.867)  0.391
H (1.317, 1.305, 3.796)  0.436
H (-2.038, 1.211, 3.357)  0.314
H (-4.171, 2.288, 3.808)  0.415
C (-1.773, -2.025, -3.559)  -1.243
C (-2.791, -2.364, -2.477)  0.917
C (-2.900, -1.240, -1.441)  -1.647
N (-4.111, -2.545, -3.147)  -0.417
C (-4.346, -3.807, -3.268)  -0.285
S (-5.790, -4.386, -4.040)  -0.092
C (-6.878, -3.079, -3.185)  -0.272
C (-8.309, -3.294, -3.477)  0.055
N (-9.433, -3.498, -3.698)  -0.390
C (-3.297, -4.730, -2.599)  1.216
C (-3.950, -5.745, -1.664)  -1.867
C (-2.403, -5.390, -3.649)  -1.379
N (-2.546, -3.686, -1.875)  0.724
C (-1.631, -3.924, -0.876)  -0.080
C (-0.394, -3.350, -0.783)  -0.424
C (0.647, -3.858, 0.102)  0.301
C (1.968, -4.096, -0.364)  -0.517
C (2.944, -4.601, 0.489)  -0.574
C (2.636, -4.886, 1.829)  -0.517
C (1.324, -4.701, 2.287)  -0.788
C (0.338, -4.215, 1.433)  -0.053
H (-2.052, -1.052, -3.981)  0.418
H (-0.746, -1.964, -3.182)  0.224
H (-1.811, -2.772, -4.362)  0.277
H (-3.265, -0.333, -1.944)  0.437
H (-3.624, -1.524, -0.665)  0.340
H (-1.939, -1.015, -0.959)  0.316
H (-6.699, -3.195, -2.107)  0.247
H (-6.537, -2.099, -3.543)  0.345
H (-4.616, -6.389, -2.246)  0.498
H (-3.197, -6.375, -1.181)  0.424
H (-4.557, -5.225, -0.915)  0.410
H (-2.987, -6.150, -4.177)  0.467
H (-2.057, -4.647, -4.381)  0.293
H (-1.528, -5.871, -3.186)  0.281
H (-1.920, -4.776, -0.217)  0.275
H (-0.063, -2.632, -1.541)  0.231
H (2.194, -3.889, -1.415)  0.412
H (3.961, -4.763, 0.125)  0.385
H (3.408, -5.221, 2.526)  0.480
H (1.060, -4.917, 3.323)  0.439
H (-0.682, -4.052, 1.786)  0.197

The following is a quantum chemistry calculation of a gas-phase ion, C34H38N3O2S (charge +1) in a non-equilibrium geometry, from the OMol25 dataset.

As for the SMILES: COc1ccc(/C=C/[C@@H](c2ccc(OC)cc2)[C@H](/C=[N+]2\C(C)(C)N=C(SCC#N)C2(C)C)c2ccccc2)cc1. The value obtained for the molecular weight is 552.8 u. For the energy above the lowest of the compared OMol25 structures with the same formula, charge and spin, the calculation gives 76.5 kcal/mol. The HOMO-LUMO gap is 5.97 eV. The total charge is +1. The value obtained for the strongest force on any atom is 5.37 eV Å⁻¹.

Last column: Mulliken charge in e.
Positions of all 78 atoms, in Å:
C (2.250, -7.225, 1.801)  -0.811
O (1.933, -6.348, 2.905)  -0.443
C (1.214, -5.207, 2.684)  0.645
C (0.941, -4.369, 3.795)  -0.869
C (0.245, -3.196, 3.641)  -0.689
C (-0.184, -2.681, 2.405)  0.284
C (-0.904, -1.286, 2.387)  0.596
C (-1.748, -1.290, 1.097)  -1.487
C (-3.074, -1.042, 1.025)  -0.031
C (-3.843, -0.807, -0.195)  0.133
C (-5.081, -0.121, -0.145)  -0.283
C (-5.787, 0.196, -1.285)  -0.856
C (-5.311, -0.247, -2.548)  0.871
O (-6.052, 0.106, -3.630)  -0.448
C (-5.642, -0.346, -4.935)  -0.833
C (-4.106, -0.985, -2.620)  -0.441
C (-3.385, -1.242, -1.461)  -0.873
C (0.033, -3.569, 1.310)  0.026
C (0.756, -4.767, 1.423)  -1.017
H (2.790, -8.059, 2.255)  0.243
H (1.342, -7.598, 1.307)  0.336
H (2.894, -6.726, 1.065)  0.335
H (1.308, -4.708, 4.772)  0.410
H (0.021, -2.617, 4.546)  0.285
H (-1.635, -1.417, 3.272)  0.440
H (-1.214, -1.484, 0.145)  0.481
H (-3.656, -0.942, 1.958)  0.522
H (-5.466, 0.207, 0.822)  0.413
H (-6.714, 0.761, -1.261)  0.431
H (-6.355, 0.123, -5.611)  0.244
H (-4.623, -0.020, -5.171)  0.334
H (-5.711, -1.438, -5.011)  0.350
H (-3.750, -1.353, -3.588)  0.370
H (-2.453, -1.799, -1.526)  0.335
H (-0.328, -3.353, 0.305)  0.411
H (0.971, -5.398, 0.546)  0.392
C (2.572, 1.901, 2.369)  -1.339
C (2.499, 0.694, 3.296)  0.929
C (2.373, -0.593, 2.509)  -1.661
N (3.753, 0.641, 4.119)  -0.476
C (3.515, 1.060, 5.311)  -0.062
S (4.759, 1.097, 6.538)  -0.039
C (5.758, -0.235, 5.654)  -0.260
C (6.926, -0.632, 6.487)  0.027
N (7.815, -0.924, 7.158)  -0.358
C (2.049, 1.456, 5.549)  0.919
C (1.494, 0.849, 6.827)  -1.755
C (1.947, 2.976, 5.582)  -1.270
N (1.428, 0.859, 4.303)  0.848
C (0.123, 0.628, 4.141)  -1.330
C (-0.604, 0.166, 2.912)  1.282
C (-1.929, 1.089, 2.929)  0.009
C (-2.329, 1.945, 1.888)  -0.129
C (-3.651, 2.447, 1.862)  -0.723
C (-4.538, 2.180, 2.903)  -0.519
C (-4.119, 1.375, 3.961)  -0.979
C (-2.795, 0.898, 3.998)  -0.229
H (3.267, 1.676, 1.555)  0.420
H (1.591, 2.119, 1.933)  0.165
H (2.936, 2.789, 2.897)  0.394
H (3.316, -0.756, 1.977)  0.538
H (2.185, -1.437, 3.182)  0.356
H (1.560, -0.511, 1.784)  0.418
H (5.099, -1.096, 5.496)  0.284
H (6.079, 0.187, 4.696)  0.343
H (2.145, 1.113, 7.673)  0.505
H (0.493, 1.245, 7.029)  0.477
H (1.456, -0.245, 6.764)  0.362
H (2.478, 3.363, 6.465)  0.450
H (2.400, 3.431, 4.693)  0.282
H (0.894, 3.277, 5.650)  0.308
H (-0.434, 0.943, 5.039)  0.585
H (-0.002, 0.547, 2.027)  0.536
H (-1.656, 2.199, 1.060)  0.397
H (-3.979, 3.081, 1.031)  0.432
H (-5.574, 2.532, 2.860)  0.402
H (-4.789, 1.135, 4.780)  0.395
H (-2.456, 0.336, 4.871)  0.256

The following is a quantum chemistry calculation of a molecular structure, C34H39AgF10N5PSi, from the OMol25 dataset.

The value obtained for the molecular weight is 874.6 u. For the energy above the lowest of the compared OMol25 structures with the same formula, charge and spin, the calculation gives 71.2 kcal/mol. The HOMO-LUMO gap is 5.01 eV. The total charge is -2. The value obtained for the strongest force on any atom is 0.61 eV Å⁻¹.

Last column: Mulliken charge in e.
Positions of all 91 atoms, in Å:
Ag (-0.041, 0.590, -0.736)  1.520
C (2.172, -1.023, 1.013)  -1.576
N (0.726, -1.169, 0.935)  1.630
C (0.180, -1.255, 2.299)  -1.574
C (0.178, 0.036, 3.131)  -0.433
N (-1.143, 0.638, 3.220)  0.174
C (-1.470, 1.290, 4.449)  -1.019
C (-1.834, 0.607, 5.564)  1.295
F (-1.400, -0.694, 5.697)  -0.349
C (-2.626, 1.117, 6.589)  -0.318
F (-2.483, 0.583, 7.863)  -0.409
C (-3.640, 2.071, 6.413)  0.456
F (-4.438, 2.255, 7.504)  -0.352
C (-3.993, 2.771, 5.299)  -0.444
F (-5.181, 3.467, 5.349)  -0.392
C (-3.195, 3.018, 4.070)  2.090
F (-3.362, 4.416, 3.751)  -0.488
C (0.372, -2.414, 0.239)  -0.606
C (1.041, -2.616, -1.120)  -1.993
N (0.853, -1.562, -2.085)  -0.616
C (-0.069, -1.678, -3.026)  0.463
C (0.014, -0.828, -4.176)  -0.195
F (1.059, 0.025, -4.255)  -0.532
C (-0.882, -0.815, -5.210)  0.424
F (-0.701, 0.019, -6.250)  -0.391
C (-1.972, -1.674, -5.215)  0.694
F (-2.859, -1.681, -6.238)  -0.371
C (-2.105, -2.538, -4.146)  0.057
F (-3.152, -3.384, -4.121)  -0.366
C (-1.192, -2.557, -3.112)  0.567
F (-1.456, -3.428, -2.099)  -0.381
H (2.640, -1.888, 1.515)  0.279
H (2.423, -0.123, 1.572)  0.362
H (2.588, -0.921, 0.011)  0.271
H (0.760, -2.027, 2.838)  0.541
H (-0.854, -1.595, 2.250)  0.418
H (0.936, 0.744, 2.764)  0.091
H (0.435, -0.221, 4.156)  0.255
H (-0.712, -2.419, 0.104)  0.484
H (0.645, -3.282, 0.869)  0.335
H (0.705, -3.596, -1.483)  0.537
H (2.124, -2.715, -0.964)  0.486
C (-4.545, 2.205, -1.898)  -1.230
Si (-2.754, 2.760, -2.290)  0.326
C (-2.347, 4.153, -1.072)  0.030
C (-2.932, 3.575, -4.016)  -1.209
C (-1.510, 1.385, -2.312)  -0.961
H (-5.256, 2.639, -2.605)  0.382
H (-4.845, 2.522, -0.896)  0.274
H (-4.650, 1.118, -1.960)  0.357
H (-3.085, 4.960, -1.110)  0.414
H (-1.365, 4.583, -1.280)  -0.317
H (-2.328, 3.768, -0.049)  -0.155
H (-3.738, 4.315, -4.049)  0.306
H (-3.148, 2.806, -4.763)  0.297
H (-2.004, 4.072, -4.315)  0.210
H (-0.783, 1.654, -3.093)  -0.060
H (-2.022, 0.493, -2.701)  0.494
C (3.736, 2.406, 0.468)  -1.853
P (2.253, 1.980, -0.577)  0.994
C (3.174, 1.417, -2.070)  -1.243
C (1.789, 3.667, -1.118)  0.749
C (1.315, 3.863, -2.416)  -0.580
C (0.915, 5.121, -2.836)  -0.559
C (0.959, 6.198, -1.962)  -0.540
C (1.397, 6.006, -0.660)  -0.621
C (1.806, 4.749, -0.240)  -0.457
H (4.342, 3.179, -0.007)  0.453
H (4.332, 1.500, 0.590)  0.467
H (3.424, 2.743, 1.457)  0.408
H (3.742, 2.236, -2.516)  0.453
H (2.471, 1.003, -2.790)  0.115
H (3.854, 0.618, -1.772)  0.451
H (1.243, 3.020, -3.092)  0.070
H (0.541, 5.257, -3.844)  0.374
H (0.631, 7.178, -2.286)  0.338
H (1.404, 6.835, 0.038)  0.376
H (2.134, 4.612, 0.784)  0.230
N (-3.485, 0.565, 1.161)  -0.399
C (-2.947, 1.487, 2.043)  0.773
C (-3.678, 2.232, 2.885)  -2.395
C (-1.692, 2.777, 4.384)  -0.677
C (-0.876, 3.377, 3.277)  -1.774
C (-0.869, 2.723, 2.129)  -0.592
N (-1.504, 1.428, 2.072)  1.163
H (-4.476, 0.661, 1.006)  0.385
H (-2.961, 0.497, 0.294)  -0.035
H (-4.757, 2.214, 2.766)  0.390
H (-1.472, 3.238, 5.347)  0.992
H (-0.350, 4.311, 3.430)  0.374
H (-0.369, 3.057, 1.228)  0.387